Entry i
14
Properties=species:S:1:pos:R:3 method="wB97M-V/def2-TZVPD" smiles=CN.CN
C 10.93941 1.18796 -3.74676
N 10.07459 0.06612 -3.15207
H 10.54130 2.20849 -3.61780
H 10.92997 0.93984 -4.82144
H 11.98320 1.16992 -3.39069
H 9.11677 0.16416 -3.50653
H 10.36655 -0.89023 -3.38196
C 11.72841 -7.44596 -2.97829
N 12.92120 -6.80105 -2.56046
H 11.58677 -8.44173 -2.52552
H 11.76010 -7.55941 -4.07497
H 10.86396 -6.81353 -2.71486
H 12.80261 -5.94204 -3.10883
H 13.67477 -7.32765 -3.01598

***

Entry ii
14
Properties=species:S:1:pos:R:3 method="wB97M-V/def2-TZVPD" smiles=CCN.N
C -0.35840 0.71741 -0.30011
C -0.06407 0.63737 1.19315
N 0.57174 1.79375 1.78766
H -0.48926 -0.25397 -0.74634
H 0.41980 1.23447 -0.87799
H -1.17562 1.42389 -0.47788
H 0.62035 -0.19666 1.32751
H -0.95559 0.38954 1.76750
H 1.37573 2.08645 1.24178
H 0.00465 2.62980 1.85083
N -0.08597 -2.76985 -1.54661
H -0.69971 -2.78868 -2.34479
H 0.86385 -3.07483 -1.69557
H -0.02748 -1.82871 -1.17913

***

Entry iii
14
Properties=species:S:1:pos:R:3 method="wB97M-V/def2-TZVPD" smiles=CN.CN
C -1.42535 2.45701 2.52171
N -0.92803 1.05721 2.96838
H -0.88774 3.25905 3.10464
H -2.55419 2.51403 2.69396
H -1.20564 2.56052 1.49292
H -0.73509 1.15681 4.00450
H -1.62068 0.27599 2.88477
C 0.80670 -1.27464 -2.51075
N 1.58179 -2.33740 -3.11578
H 1.20049 -0.99230 -1.46654
H -0.20689 -1.77308 -2.26245
H 0.78359 -0.34697 -3.12808
H 2.18070 -2.01086 -3.90207
H 2.18105 -2.77609 -2.45563

***

Entry iv
14
Properties=species:S:1:pos:R:3 method="wB97M-V/def2-TZVPD" smiles=CN.CN
C 1.38481 1.25577 -0.71792
N 0.12051 1.02655 -1.37215
H 2.07995 1.44147 -1.50879
H 1.42210 1.99967 0.03727
H 1.70265 0.41532 -0.01912
H -0.69908 0.84508 -0.74260
H -0.07097 2.05461 -1.64997
C -0.30319 -1.53747 0.77431
N -1.44106 -0.57078 0.75701
H 0.47753 -0.90579 1.41766
H -0.60888 -2.50420 1.32365
H 0.06551 -1.69333 -0.25141
H -2.25830 -1.14637 0.27493
H -1.87158 -0.68052 1.67714

***

Stability verdict: entry ii, ahead by 0.803 eV

***

Entry i
14
Properties=species:S:1:pos:R:3 method="wB97M-V/def2-TZVPD" smiles=CNC.N
C 0.20218 0.52648 -0.03871
N 1.27049 -0.41104 0.40148
C 1.68286 -0.18072 1.76247
H 0.14822 1.46389 0.52469
H -0.75571 0.02679 0.08251
H 0.37852 0.79851 -1.08385
H 2.07909 -0.31211 -0.19583
H 2.64502 -0.63973 2.01107
H 1.85792 0.84843 2.08354
H 1.08035 -0.78195 2.48633
N -2.59624 -0.09435 -1.89190
H -3.22964 -0.02004 -2.67856
H -3.04427 -0.73830 -1.25201
H -1.71879 -0.48587 -2.21124

***

Entry ii
14
Properties=species:S:1:pos:R:3 method="wB97M-V/def2-TZVPD" smiles=CN.CN
C -0.78398 -3.89396 -0.53802
N -0.92721 -5.31248 -0.64254
H -0.33204 -3.59357 0.42225
H -1.70871 -3.31198 -0.68895
H -0.07859 -3.65054 -1.35027
H -0.35706 -5.75938 -1.36909
H -0.63610 -5.73351 0.24666
C 0.58147 3.88064 0.48434
N 0.96736 5.22247 0.97878
H -0.22766 3.35870 1.02238
H 1.49863 3.27161 0.55158
H 0.29651 3.97144 -0.57734
H 1.52897 5.70724 0.27006
H 0.17836 5.84333 1.19013

***

Stability verdict: entry i, ahead by 0.246 eV

***

Entry i
13
Properties=species:S:1:pos:R:3 method="wB97M-V/def2-TZVPD" smiles="O=C1C=NC=C1CO"
O 1.74373 1.53679 0.51242
C 0.73564 1.18843 -0.08809
C 0.20843 1.59418 -1.45523
N -0.62335 0.85917 -2.01998
C -0.77396 -0.28443 -1.00276
C -0.07412 -0.06343 0.08957
C 0.00412 -0.71938 1.39934
O -0.66095 -1.98200 1.27920
H 0.50404 2.45274 -2.07800
H -1.46629 -1.12224 -1.20854
H 1.09905 -0.79310 1.78623
H -0.48383 -0.18790 2.16732
H -0.21251 -2.47882 0.61853

***

Entry ii
A structure of composition C5H5NO2, computed with the ωB97M-V functional and the def2-TZVPD basis.

Structure (XYZ):
```
13
C5H5NO2, DFT the ωB97M-V functional and the def2-TZVPD basis
C 1.12009 -0.52799 -0.02073
C -0.90654 0.36825 0.63186
C -0.28511 1.20105 -0.41594
C 0.08824 -0.30577 -0.97989
C -0.91945 -0.97099 -0.09871
H 0.73953 -0.78080 1.83877
H -1.37307 0.74632 1.65397
H 0.61422 1.96699 -0.33109
H -0.97108 1.87734 -1.18988
H 0.40207 -0.22506 -2.15292
N 0.64662 0.03371 1.13677
O 2.20519 -1.20951 -0.07345
O -1.36071 -2.17354 0.00122
```

***

Stability verdict: entry i, ahead by 2.302 eV

***

Entry i
A cluster of 2 separate species, C5H5NO2 in total, computed with the ωB97M-V functional and the def2-TZVPD basis.

Structure (XYZ):
```
13
C5H5NO2, DFT the ωB97M-V functional and the def2-TZVPD basis
C -0.51884 0.52037 0.21209
C 0.03647 -0.34337 -0.98734
C 1.49289 -0.40284 0.64213
C 0.30578 0.04781 1.18908
C -1.83743 -0.05479 0.25956
H 1.01632 2.01779 -1.13834
H -0.17036 0.23552 -2.06493
H -0.53750 -1.33705 -1.01735
H 2.26903 -1.05431 1.35576
H -0.03775 0.06595 2.27113
N -2.82028 -0.87744 0.05491
O -0.46330 1.84098 -0.12031
O 1.26497 -0.65863 -0.65638
```

***

Entry ii
A cluster of 3 separate species, C5H5NO2 in total, computed with the ωB97M-V functional and the def2-TZVPD basis.

Structure (XYZ):
```
13
C5H5NO2, DFT the ωB97M-V functional and the def2-TZVPD basis
C -0.84531 -1.80327 -0.39921
C -1.03151 2.29559 -2.29042
C -0.00567 1.70656 -2.60345
C 1.50710 -0.80302 3.72056
C 0.32274 0.36118 -0.17352
N -0.25604 -0.68913 -0.18880
O 2.24622 -1.46713 3.12320
O 0.74904 -0.15554 4.29744
H -1.96732 -1.87284 -0.81669
H -1.89456 2.86202 -2.06519
H -0.21071 -2.66073 -0.35710
H 0.85224 1.14627 -2.84839
H 0.53378 1.08003 0.60158
```

***

Stability verdict: entry ii, ahead by 4.562 eV